DFT (ωB97M-V with the def2-TZVPD basis set) results for an isolated molecule of C18H21BrClNO2.

XYZ file:
```
44
Properties=species:S:1:pos:R:3:forces:R:3
Br -4.149 1.232 -0.147 -0.09 -0.15 0.06
Cl -2.069 -3.699 1.235 -0.03 -0.27 0.10
O 1.685 1.825 0.312 0.08 -0.13 -0.09
O -1.360 1.778 -0.737 -0.16 -0.16 0.11
N 4.553 0.704 1.078 0.10 -0.02 -0.16
C -1.416 0.504 -0.276 -0.23 -0.20 0.08
C 3.294 0.824 1.779 -0.33 0.31 -0.01
C -2.909 -1.240 0.522 0.13 0.00 -0.02
C -0.545 -1.655 0.344 -0.23 -0.12 0.06
C -2.693 0.040 0.058 -0.03 0.27 -0.08
C -0.344 -0.366 -0.120 0.00 0.25 -0.10
C 3.697 -1.729 -0.229 0.02 0.04 -0.02
C 4.431 0.672 -0.370 0.17 0.02 0.05
C 2.052 -1.433 -2.433 0.00 -0.02 -0.12
C 5.551 1.659 1.508 0.00 -0.07 -0.03
C 2.131 -2.657 -1.793 -0.04 -0.07 -0.06
C 2.789 -0.358 -1.966 0.09 -0.02 0.01
C 3.614 -0.493 -0.858 -0.05 -0.01 -0.08
C -1.821 -2.090 0.660 0.10 0.31 -0.09
C -0.141 2.350 -1.150 0.45 0.26 0.22
C 0.738 2.821 0.015 -0.18 0.10 -0.21
C 2.436 2.067 1.480 0.18 -0.18 0.25
C 2.957 -2.803 -0.691 0.00 -0.09 0.00
H 2.686 -0.050 1.534 -0.06 0.04 0.16
H 4.347 -1.836 0.626 0.05 0.00 0.12
H 3.026 -3.758 -0.191 0.01 -0.07 0.04
H 2.726 0.598 -2.469 -0.02 0.12 -0.01
H 1.413 -1.314 -3.296 -0.06 0.01 -0.06
H 0.103 3.025 0.891 0.03 0.01 -0.11
H 6.518 1.363 1.102 0.06 0.07 0.01
H 0.658 -0.041 -0.341 0.05 0.01 -0.02
H -0.445 3.211 -1.750 0.09 -0.12 0.04
H 0.299 -2.317 0.455 0.06 -0.08 0.01
H 4.009 1.607 -0.773 0.05 -0.05 -0.03
H 0.432 1.655 -1.773 -0.02 0.06 -0.03
H 3.514 0.803 2.849 -0.06 -0.03 -0.01
H 5.615 1.644 2.595 0.05 0.04 0.05
H 5.347 2.692 1.184 0.01 0.03 0.01
H 5.446 0.570 -0.773 -0.06 0.10 0.01
H 1.551 -3.495 -2.153 -0.06 -0.07 -0.02
H -3.905 -1.570 0.770 -0.06 -0.03 0.01
H 1.755 2.249 2.325 0.06 0.00 -0.06
H 3.062 2.963 1.352 -0.04 -0.02 0.03
H 1.249 3.757 -0.260 -0.04 -0.07 0.01
```
Forces are in eV/Å.

Results
M ... 398.728 g mol⁻¹
Energy above the lowest of the compared OMol25 structures with the same formula, charge and spin ... 219.9 kJ/mol
Calculated total energy ... -3937.91258 Ha
SMILES ... CN(CCOCCOc1ccc(Cl)cc1Br)Cc1ccccc1
Frontier orbital gap ... 9.091 eV
LUMO ... 0.7 eV
Highest occupied orbital energy ... -8.38 eV

---

DFT (ωB97M-V with the def2-TZVPD basis set) results for C18H21Cl5INO2PdS as an isolated structure.

XYZ file:
```
50
Properties=species:S:1:pos:R:3:forces:R:3
I -0.760 3.070 -3.674 -0.08 0.02 -0.05
Pd -0.047 0.307 -0.908 0.15 -0.71 -0.65
Cl 4.528 1.989 6.037 -0.04 -0.04 -0.03
Cl 1.681 -2.233 4.211 0.05 0.10 0.01
Cl 3.127 3.832 3.908 0.00 -0.07 0.05
Cl 0.356 -0.437 2.040 0.25 0.34 0.26
Cl 3.781 -1.058 6.219 -0.04 0.08 -0.07
S -2.333 0.257 -0.175 -0.22 0.80 -0.33
O -3.203 0.287 -1.434 0.31 -0.07 0.47
O 1.149 2.434 2.282 0.02 -0.08 0.02
N -1.396 -1.709 -3.856 0.00 0.11 0.04
C 0.820 -3.814 -2.770 0.09 0.09 0.05
C -3.639 -0.131 1.068 -0.10 -0.36 0.01
C 1.481 0.257 3.170 -0.04 -0.38 0.18
C 1.736 1.679 3.070 -0.16 0.12 0.02
C 3.029 -0.032 5.028 0.00 -0.05 -0.02
C -2.821 -1.338 -4.067 0.19 -0.01 0.01
C 2.089 -0.540 4.121 -0.05 -0.01 -0.09
C 2.737 2.142 4.009 0.05 -0.04 -0.01
C 0.863 -1.764 -1.356 -0.12 0.35 0.12
C 2.220 -2.090 -1.138 0.13 -0.16 0.02
C 0.210 -2.690 -2.197 -0.04 -0.16 -0.11
C 0.251 2.245 -1.828 0.11 -0.19 0.53
C -1.228 -2.428 -2.520 0.02 0.09 -0.08
C 2.856 -3.196 -1.693 -0.14 0.04 -0.03
C -0.526 -0.489 -3.943 -0.02 -0.36 -0.14
C -2.255 1.963 0.470 -0.09 0.02 -0.09
C 3.346 1.323 4.940 0.00 0.12 -0.01
C 2.161 -4.075 -2.528 -0.06 0.13 0.04
H -2.916 -0.870 -5.045 -0.03 -0.02 0.00
H 0.247 -4.489 -3.407 -0.02 -0.02 0.03
H 1.286 2.325 -2.169 0.00 0.08 -0.12
H -1.838 -3.332 -2.607 0.00 -0.04 -0.02
H 0.506 -0.809 -4.058 0.01 -0.02 -0.02
H -3.429 -2.240 -4.006 -0.03 0.01 0.01
H -3.175 -0.283 2.046 -0.02 0.04 -0.04
H -1.313 2.414 0.186 0.01 0.00 -0.05
H -1.098 -2.361 -4.578 -0.02 -0.03 0.01
H -1.642 -1.746 -1.780 -0.06 -0.01 0.00
H -0.599 0.014 -2.964 -0.02 0.33 -0.06
H 3.904 -3.384 -1.476 0.02 0.00 0.00
H -0.858 0.126 -4.775 -0.04 -0.01 0.02
H -3.103 2.480 0.011 0.01 -0.01 0.07
H -3.085 -0.635 -3.273 -0.02 0.00 0.04
H -4.118 -1.050 0.729 0.01 0.01 0.06
H -4.365 0.686 1.096 -0.02 -0.08 0.00
H 2.810 -1.443 -0.495 0.00 0.00 0.01
H 2.649 -4.938 -2.966 0.01 -0.03 0.01
H -2.342 1.945 1.557 0.03 -0.01 -0.03
H 0.096 3.115 -1.182 0.00 0.09 -0.06
```
Forces are in eV/Å.

Results
Net charge ... -2
M ... 726.027 g mol⁻¹
Energy above the lowest of the compared OMol25 structures with the same formula, charge and spin ... 72.3 kJ/mol
Calculated total energy ... -4028.32129 Ha
Frontier orbital gap ... 4.342 eV
LUMO ... 4.1 eV
Highest occupied orbital energy ... -0.22 eV

---

DFT (ωB97M-V with the def2-TZVPD basis set) results for C18H21ClF5N5NiO3SSe as an isolated structure in a non-equilibrium geometry.

XYZ file:
```
56
Properties=species:S:1:pos:R:3:forces:R:3
Se 1.815 0.208 -1.333 0.48 0.77 0.17
Ni -0.315 -0.427 -0.551 -1.03 -0.32 -0.29
Cl -4.076 -0.816 -3.714 -0.39 -0.12 -0.09
S -1.064 1.169 1.066 -0.14 -0.09 -0.01
F 3.542 -5.174 -3.410 0.02 0.02 0.02
F 0.116 -2.278 -1.968 -0.08 -0.22 -0.11
F 4.585 -0.816 -1.952 0.20 -0.18 -0.11
F 0.910 -4.685 -2.954 0.00 0.04 0.00
F 5.390 -3.247 -2.861 0.00 0.01 -0.03
O -1.932 -0.066 -1.913 0.77 -0.28 0.73
O 0.562 -1.767 1.171 -0.23 0.02 0.01
O -0.461 0.545 -3.503 -0.21 0.05 0.03
N 0.890 2.916 0.560 -0.15 -0.31 -0.22
N -1.516 -1.963 0.354 0.45 0.50 -0.14
N -3.538 -2.161 -0.627 0.20 0.01 0.22
N -1.172 3.390 -0.385 0.22 -0.17 -0.01
N -0.856 -3.209 2.236 0.04 0.11 -0.16
C 1.631 2.261 1.631 0.09 -0.14 0.13
C 1.813 -3.724 -2.722 -0.07 -0.13 0.06
C -2.702 -2.547 0.333 -0.18 0.08 -0.13
C 1.426 -2.494 -2.234 0.47 0.44 0.06
C -2.516 3.009 -0.784 -0.20 -0.20 -0.08
C -3.015 -3.536 1.317 0.00 -0.15 0.07
C -0.394 2.561 0.325 -0.05 0.45 0.40
C 2.331 -1.465 -1.978 0.10 -0.77 -0.18
C 3.156 -3.981 -2.946 -0.04 0.12 0.03
C -2.661 0.148 -4.189 0.32 0.07 0.22
C 0.144 -3.429 3.267 0.22 0.15 0.08
C 1.732 3.489 -0.487 0.12 0.16 -0.12
C 3.675 -1.760 -2.213 -0.44 0.22 0.14
C -0.855 4.794 -0.568 0.06 0.20 -0.04
C -2.066 -3.815 2.241 -0.19 0.04 -0.15
C 4.091 -2.993 -2.675 -0.01 -0.06 -0.06
C -1.564 0.203 -3.106 -0.19 0.12 -0.77
C -0.554 -2.281 1.241 0.04 -0.51 0.39
H 1.226 3.457 -1.448 -0.02 0.02 0.03
H -2.578 1.931 -0.903 0.01 0.04 -0.08
H 0.165 -2.572 3.941 0.00 -0.07 0.06
H 2.629 2.877 -0.581 -0.04 0.00 0.03
H -0.489 5.006 -1.574 0.01 0.01 0.01
H -0.113 5.114 0.159 0.00 -0.02 -0.01
H -2.252 -0.279 -5.100 0.00 0.02 0.07
H 0.979 2.110 2.487 0.08 0.05 0.01
H 2.031 4.514 -0.254 -0.03 -0.01 -0.02
H -0.081 -4.337 3.821 -0.05 -0.01 -0.04
H -2.221 -4.543 3.026 -0.03 0.02 -0.01
H 2.018 1.290 1.309 -0.01 0.08 0.01
H -1.761 5.378 -0.407 -0.04 -0.05 0.01
H -3.246 3.315 -0.029 0.04 0.06 -0.02
H -3.205 -1.438 -1.266 -0.07 0.07 -0.15
H 1.123 -3.497 2.799 -0.03 -0.11 0.02
H -3.965 -4.046 1.319 -0.02 -0.01 0.03
H -4.455 -2.553 -0.731 0.01 -0.03 0.04
H -2.996 1.165 -4.385 -0.04 -0.05 -0.03
H 2.463 2.908 1.910 -0.02 0.03 -0.03
H -2.753 3.491 -1.733 0.04 0.03 0.02
```
Forces are in eV/Å.

Results
2S+1 ... 3
⟨S²⟩ ... 2.0058
M ... 655.561 g mol⁻¹
Energy above the lowest of the compared OMol25 structures with the same formula, charge and spin ... 53.5 kJ/mol
Calculated total energy ... -6465.53444 Ha
Frontier orbital gap (spin up / spin down) ... 7.142 / 7.037 eV
LUMO (spin up / spin down) ... 0.2 / 0.2 eV
Highest occupied orbital energy (spin up / spin down) ... -6.91 / -6.88 eV

---

DFT (ωB97M-V with the def2-TZVPD basis set) results for C18H21ClN2O8OsP2S2 as an isolated structure in a non-equilibrium geometry.

XYZ file:
```
55
Properties=species:S:1:pos:R:3:forces:R:3
Os -0.422 0.197 0.409 6.13 1.27 0.94
Cl -2.593 -0.205 0.137 -10.66 -2.06 2.87
S 2.380 0.705 4.170 0.05 0.02 0.40
S -0.257 0.305 2.679 1.11 0.17 0.70
P -1.965 -1.823 0.370 2.83 -17.66 2.49
P -2.497 1.469 -0.238 -2.81 16.82 -3.88
O -3.449 -0.558 -0.761 -12.02 -2.97 -9.70
O -2.464 -2.649 1.498 0.11 0.33 0.19
O -2.896 1.647 -1.788 0.79 0.53 0.02
O -1.172 2.189 0.112 0.09 -0.88 0.21
O -0.359 -1.790 0.395 -0.20 1.43 0.03
O -0.485 0.039 -1.588 0.82 0.32 -0.13
O -2.426 -2.625 -0.980 1.26 -0.38 0.13
O -3.683 2.334 0.441 0.48 0.37 0.16
N 2.163 0.597 1.557 -0.06 -0.10 0.08
N 1.459 0.544 0.431 1.33 -0.03 0.49
C 3.161 4.210 3.943 -0.04 0.00 -0.05
C 0.535 0.117 -2.438 0.66 0.10 -0.44
C 2.057 3.406 3.672 0.01 0.08 0.07
C -2.833 -0.039 1.410 -3.14 3.79 18.68
C 1.237 -0.055 -4.752 0.01 -0.01 0.04
C 1.380 3.578 2.466 0.06 0.09 -0.06
C 2.834 0.573 -3.081 0.06 0.01 0.01
C 2.238 0.863 -0.729 0.40 0.27 -0.61
C 2.898 5.335 1.835 0.01 0.00 0.00
C 2.535 0.306 -4.393 0.01 0.02 -0.02
C 0.265 -0.159 -3.776 -0.25 0.02 0.16
C -3.444 0.065 2.715 -0.70 -0.73 0.48
C 1.807 4.528 1.550 -0.03 -0.03 0.00
C 1.515 0.484 2.681 -0.59 0.14 -0.58
C 1.645 2.343 4.643 0.09 -0.41 -0.48
C 3.542 1.552 -0.460 -0.32 -0.11 0.14
C 1.860 0.517 -2.044 -0.49 -0.28 0.27
C 3.571 5.176 3.038 0.02 0.00 -0.01
H -3.660 -0.971 2.995 -0.06 0.14 0.35
H 3.310 0.368 -5.145 0.03 -0.02 0.02
H 3.856 0.794 -2.815 0.02 0.06 -0.02
H 4.419 5.807 3.270 0.03 -0.01 0.01
H 0.569 2.183 4.652 -0.03 0.18 0.19
H 1.278 4.626 0.611 -0.01 0.05 -0.03
H -2.849 0.533 3.496 0.19 0.08 -0.20
H -1.801 -0.217 -0.504 15.13 -0.81 -12.88
H -3.354 3.232 0.572 -0.27 0.17 0.21
H 0.993 -0.263 -5.785 -0.02 -0.02 -0.01
H 4.335 0.821 -0.277 0.11 0.07 0.04
H 0.523 2.967 2.214 -0.07 0.00 0.11
H -0.748 -0.445 -4.024 -0.02 0.00 0.01
H 3.226 6.083 1.126 0.00 0.01 -0.02
H -2.203 -3.542 -0.766 -0.13 -0.17 -0.31
H 3.449 2.160 0.437 0.13 0.08 -0.02
H 3.819 2.182 -1.301 0.02 0.01 0.01
H 2.019 2.532 5.647 -0.08 -0.01 0.04
H 3.709 4.071 4.866 -0.01 0.01 0.05
H -2.693 2.549 -2.067 0.00 -0.02 -0.33
H -4.372 0.622 2.583 0.02 0.05 0.20
```
Forces are in eV/Å.

Results
2S+1 ... 5
⟨S²⟩ ... 6.0490
M ... 745.137 g mol⁻¹
Energy above the lowest of the compared OMol25 structures with the same formula, charge and spin ... 3126.8 kJ/mol
Calculated total energy ... -3438.92422 Ha
Frontier orbital gap (spin up / spin down) ... 5.795 / 5.593 eV
LUMO (spin up / spin down) ... -0.6 / -3.1 eV
Highest occupied orbital energy (spin up / spin down) ... -6.36 / -8.73 eV